No. 1
A single C2H6N2 molecule at a distorted geometry. Source: the OMol25 dataset; level of theory: ωB97M-V/def2-TZVPD.

The geometry in XYZ format:
```
10
Properties=species:S:1:pos:R:3:forces:R:3:lowdin_charge:R:1
H -1.79712 -0.44227 -0.45874 0.4 0.2 0.6 0.07
H 0.89939 -0.91585 0.91050 -0.1 -0.2 -0.3 0.10
N 0.89300 1.59682 0.07181 -1.7 -1.2 -1.4 0.04
C 0.32808 -0.80417 -0.01241 -3.0 2.1 -0.3 -0.19
H 0.44938 -1.58980 -0.76022 -0.1 -0.1 0.5 0.10
N -1.16436 -0.53986 0.33362 0.6 -2.2 0.5 -0.02
H 0.97423 1.36344 1.06733 0.4 -0.2 -0.2 0.03
C 0.43079 0.56750 -0.59560 3.8 1.6 1.1 -0.30
H -1.27335 0.09692 1.12161 -0.1 -0.1 -0.9 0.07
H 0.25996 0.66729 -1.67788 -0.2 0.1 0.4 0.11
```
Forces are in eV/Å.

Output
Net charge = 0
Molar mass = 58.1 g mol⁻¹
Highest occupied orbital energy = -8.64 eV
Relative energy (zero: lowest compared OMol25 entry of this formula, charge and spin) = 203.0 kJ/mol
DFT total energy = -189.25224 Ha
Max |F| = 0.0826 hartree/bohr
Frontier orbital gap = 9.724 eV
LUMO level = 1.085 eV



No. 2
14 unconnected molecules or ions with the total composition C52H73ClN14S at a distorted geometry. Source: the OMol25 dataset; level of theory: ωB97M-V/def2-TZVPD.

The geometry in XYZ format:
```
141
Properties=species:S:1:pos:R:3:forces:R:3:lowdin_charge:R:1
H 3.28196 2.26500 -0.27077 0.0 0.0 0.0 0.10
H 0.10711 -1.16227 8.05458 -0.1 0.0 0.1 0.08
H -1.59084 -1.83759 -13.34449 0.0 0.1 0.0 0.08
N 5.49923 1.13875 1.11493 -0.1 0.1 0.0 0.14
C 1.51276 2.75118 1.71045 -0.3 -0.7 0.2 -0.15
N -1.43195 0.88313 -11.75353 0.0 0.0 -0.3 0.14
H 2.47931 2.01853 3.54915 0.0 0.0 0.0 0.10
N 0.46103 0.16114 -3.31857 1.1 -0.9 0.5 -0.01
C -0.91722 -3.31152 -2.27600 -0.3 0.2 0.2 -0.34
C 0.78314 0.89164 -2.12903 -0.7 0.4 0.2 -0.23
H -0.87763 1.92561 0.66665 -0.1 0.0 -0.1 0.11
C -6.02252 6.16431 -1.64317 0.0 0.0 0.0 -0.29
H -7.48426 -0.51332 11.39592 -0.1 -0.1 0.1 0.09
H -1.26627 0.82749 -1.49918 0.1 0.0 -0.2 0.06
C -3.62765 1.72509 -1.56997 -0.1 0.0 0.0 -0.27
H -6.59923 5.43093 0.24432 0.1 0.0 0.0 0.08
C -3.93327 0.42944 4.82497 0.0 0.0 0.0 -0.28
H -4.51531 1.79562 6.31739 0.0 0.0 -0.1 0.09
H 3.68675 0.23375 -7.54489 0.1 0.1 0.1 0.11
Cl 1.42233 -0.46922 4.23376 0.0 0.0 0.1 0.58
H 10.37775 -5.04380 -0.33924 0.0 0.0 0.1 0.08
H -1.36619 -2.69483 -0.23044 -0.4 0.0 0.0 0.10
C -4.05886 0.81111 6.22266 -0.1 0.1 0.3 -0.08
H -3.21963 -1.67630 10.95295 -0.1 0.0 0.0 0.09
H 3.34644 -1.47849 0.85686 0.1 0.0 0.0 0.07
C -6.79428 -2.14158 12.54293 0.0 0.0 0.0 -0.28
C 8.92712 -3.84358 0.59389 0.0 0.0 0.0 -0.25
H -5.90423 -0.27830 12.13337 0.0 -0.1 0.1 0.08
H -7.92059 6.05984 -0.73203 0.0 0.0 0.0 0.04
C 1.03748 -3.21783 0.32818 0.3 -0.3 -0.3 -0.10
H -0.13090 -0.37439 -5.75024 0.0 0.0 0.1 0.10
H -1.52474 1.21459 -8.23916 0.0 -0.1 0.1 0.09
N -2.36817 -1.68713 -7.31687 0.0 0.0 0.0 0.13
C 2.74388 0.60393 -4.29534 -0.2 0.1 0.2 -0.39
H -10.91499 5.15670 -3.77304 0.0 0.1 0.1 0.08
H -2.99727 0.83108 -9.12688 0.0 -0.1 0.0 0.08
C 3.05883 0.25501 -6.66354 -0.4 -0.1 0.1 -0.06
H -0.43752 3.80484 9.96946 0.0 0.0 0.1 0.06
H 0.31247 -0.12796 6.64578 0.0 0.1 0.0 0.02
H 1.23352 3.60297 9.45165 0.1 0.0 0.1 0.07
H 0.09661 0.84512 2.73482 0.0 0.0 0.5 0.07
C 1.39894 0.25815 -4.39740 -0.2 0.3 -0.5 -0.23
H 4.17043 -4.13333 -0.47692 0.0 0.0 -0.2 0.07
C -1.85312 -0.04711 -12.27768 0.0 0.1 0.0 -0.26
C -2.39279 -1.23299 -12.92465 -0.1 -0.2 -0.1 -0.06
H -3.07034 -0.95418 -13.72978 0.0 0.1 0.0 0.08
C -0.05617 1.76528 -0.02195 0.4 -0.1 -0.1 -0.04
C -6.55301 -1.01298 11.65727 0.0 0.3 -0.1 -0.07
H -11.66126 3.72940 -3.04957 0.0 0.0 0.1 0.08
H 1.22899 -0.18942 1.92574 0.0 -0.1 0.1 0.05
H -1.38882 -1.30097 -1.66875 0.0 0.2 -0.1 0.08
H -1.73205 -1.55858 -3.35597 0.1 0.0 -0.1 0.11
C 5.03374 0.94954 -5.26974 -0.3 0.2 -0.1 -0.09
C 0.38159 -1.29846 -2.91731 -0.7 0.5 0.0 -0.13
N -5.26022 6.67489 -2.33278 0.0 0.0 0.0 0.13
H -9.93864 3.72546 -3.43416 0.0 0.0 0.1 0.08
H -1.12603 -4.91442 -3.73876 -0.1 -0.2 0.1 0.07
H 4.17230 -2.92383 1.47326 0.0 0.0 0.0 0.07
H 3.03065 -5.38431 -0.03721 0.1 0.0 -0.1 0.08
C -0.26541 1.14693 -1.24541 -0.2 0.0 0.1 -0.01
H -4.67340 0.10719 6.78129 0.0 -0.1 -0.2 0.03
C 1.71564 -0.09033 -6.77711 0.2 0.0 0.1 -0.08
C 6.89167 -1.05614 1.24246 0.0 -0.1 0.0 -0.12
H -4.14144 3.73395 -1.93366 0.0 -0.1 -0.1 0.07
H 9.27200 -4.21955 -1.44314 -0.1 0.0 0.0 0.08
N -1.43944 1.51811 8.70198 0.0 -0.1 0.0 0.14
H -2.16656 -3.55698 -4.04374 -0.1 0.0 0.0 0.06
H -0.27236 -4.79410 0.78453 0.1 -0.1 0.0 0.11
C 0.31753 -0.14209 7.73486 0.2 -0.2 -0.1 -0.06
H -6.08130 -1.33553 10.73284 -0.1 -0.1 0.0 0.03
H 0.40244 5.12988 9.16718 0.0 0.1 0.1 0.08
N 1.34910 5.18886 12.18018 0.0 0.0 0.0 0.12
H 0.61448 -2.26038 0.63318 -0.1 -0.3 0.7 0.11
C 0.52218 4.31061 9.87434 -0.1 -0.1 -0.3 -0.08
C -6.98567 5.50721 -0.77114 -0.1 -0.1 0.2 -0.09
C 0.04656 -4.26187 -0.11851 -0.3 0.5 -0.1 -0.19
H 1.01992 -1.41791 -2.03575 0.2 -0.3 -0.2 0.13
H -3.08435 0.85086 6.70647 0.0 0.0 -0.1 0.04
C -4.17087 -1.63394 9.07434 0.0 0.0 0.0 -0.26
H 5.59604 0.66865 -6.15972 0.0 -0.1 0.0 0.07
H 1.30005 -0.39100 -7.73038 0.0 0.0 0.0 0.10
H 6.60370 -1.72955 0.43929 -0.1 0.1 0.0 0.06
H 5.46234 0.44994 -4.40051 0.1 0.0 0.0 0.04
H 5.13649 2.03076 -5.14283 0.1 0.0 0.2 0.09
C 0.90892 -0.08221 -5.65631 -0.2 0.0 -0.2 -0.03
H -2.59174 -4.67633 -2.75415 0.0 0.0 0.0 0.07
C 2.05151 1.31072 -1.75217 0.5 0.0 -0.3 -0.43
H 2.71668 -4.41845 -1.48065 0.0 0.0 -0.1 0.07
C 3.19627 -2.47662 1.28207 -0.2 0.1 -0.3 -0.06
H -7.20701 4.50145 -1.12504 0.0 0.0 -0.1 0.08
C -2.04091 0.43143 -8.79406 0.0 0.3 0.2 -0.09
C 2.36344 -3.37062 0.37890 0.0 0.4 -0.2 -0.33
C 6.10590 0.16721 1.18168 0.1 0.0 -0.1 -0.26
C 8.22381 -0.02023 -3.51945 0.0 0.0 0.1 -0.28
C 2.27937 1.94845 -0.53547 -0.4 -0.1 0.0 -0.07
C -1.01483 -1.78732 -2.56761 0.0 -0.4 0.2 -0.15
N -3.54863 0.62882 -1.89908 -0.1 0.0 0.0 0.16
H 7.95168 -0.83731 1.13816 0.0 0.1 0.0 0.07
C -1.75766 -4.17584 -3.24376 0.2 0.4 -0.2 -0.05
H -2.17980 -1.23749 9.59874 -0.1 0.1 0.0 0.06
N 7.67980 -0.42475 -2.59360 0.1 -0.1 0.0 0.14
C -3.71523 3.11275 -1.14637 0.0 0.4 0.1 -0.06
C 2.13019 1.63975 2.59041 -0.2 0.1 -0.5 -0.25
H 6.74511 -1.57483 2.18582 -0.1 0.1 0.0 0.07
C 0.98535 4.80252 11.16306 0.0 0.0 0.0 -0.29
C 3.10965 -4.37908 -0.46667 -0.2 -0.4 0.8 -0.06
C -10.76036 4.34006 -3.07004 -0.1 -0.1 -0.2 -0.06
C -10.46429 4.85786 -1.74263 0.0 0.0 0.0 -0.27
H 9.98623 0.48420 -4.54885 0.0 0.0 0.1 0.08
H 10.54832 -3.31047 -0.63121 0.0 0.0 0.1 0.08
H 8.67398 -0.11060 -5.57006 -0.1 0.0 0.0 0.08
H -2.06049 -4.26784 -0.67881 0.0 0.0 0.1 0.10
N 8.21079 -3.61547 1.46043 0.1 -0.2 0.0 0.15
H 0.74753 -1.90850 -3.74151 0.2 0.1 0.0 0.13
C -0.66682 0.78466 8.27221 0.0 0.0 0.0 -0.28
H -1.45286 0.20343 -9.67060 0.1 -0.1 0.0 0.02
N -10.23142 5.26539 -0.69553 0.0 0.0 0.0 0.14
C -3.00290 -1.88107 9.90530 0.3 -0.1 0.1 -0.05
C 3.57272 0.60281 -5.42444 0.4 -0.1 -0.1 -0.29
N -6.97643 -3.03620 13.23771 0.0 0.0 0.0 0.12
H 2.69166 -2.37134 2.24064 0.1 0.1 0.1 0.05
H -2.68302 -2.91868 9.82369 -0.1 0.0 -0.1 0.09
C -1.18896 -3.62064 -0.77859 0.7 -0.3 -0.3 -0.16
H 0.12869 -3.58687 -2.44124 0.0 0.0 0.0 0.11
H -2.94238 -1.84243 -12.20848 0.0 0.1 0.1 0.09
C -2.22909 -0.75011 -7.96570 0.0 0.0 0.1 -0.29
S 3.47963 1.04110 -2.75278 0.0 -0.1 0.1 1.07
H 8.59946 1.51977 -4.89792 -0.1 0.0 0.1 0.08
H -2.72763 3.50639 -0.90723 0.0 -0.1 0.0 0.08
H 0.57169 3.06763 2.16885 0.1 0.2 0.0 0.11
C 9.82952 -4.11954 -0.51337 0.2 -0.1 -0.2 -0.06
C 8.90762 0.49514 -4.69602 0.1 0.1 -0.2 -0.07
N -5.09180 -1.43372 8.41919 0.0 -0.1 0.1 0.15
H 1.31691 0.11832 8.07982 0.0 0.1 0.0 0.09
H 0.51069 -4.98782 -0.78937 0.0 -0.1 0.1 0.11
H -4.34126 3.20662 -0.25973 0.0 -0.1 0.0 0.08
H 2.95871 1.25739 1.99283 0.4 0.0 0.5 0.08
C 1.12810 0.49841 2.76296 0.2 0.1 -0.7 -0.58
C 1.22906 2.15151 0.35039 0.0 0.6 0.0 -0.25
H 2.18998 3.60067 1.64117 0.0 0.0 0.0 0.12
N -3.82358 0.13876 3.71996 0.0 0.0 0.0 0.12
```
Forces are in eV/Å.

Output
Net charge = 0
Molar mass = 961.8 g mol⁻¹
Highest occupied orbital energy = -7.16 eV
Relative energy (zero: lowest compared OMol25 entry of this formula, charge and spin) = 0.0 kJ/mol
DFT total energy = -3650.05678 Ha
Max |F| = 0.0290 hartree/bohr
Frontier orbital gap = 7.396 eV
LUMO level = 0.240 eV